Entry 1:
Formula: C22H30N4O4
Source: the Open Molecules 2025 dataset
Level of theory: ωB97M-V/def2-TZVPD

Values from the calculation:
- DFT total energy: -1376.26112 Ha
- Frontier orbital gap: 9.00 eV
- LUMO energy: 0.735 eV

Each line ends with the Löwdin charge.
Atoms and positions in Å:
C (-5.9166, -2.2485, -1.5174)  -0.071
O (-5.7168, -0.9697, -0.9634)  -0.099
C (-4.4494, -0.6090, -0.6031)  -0.181
C (-3.3483, -1.4302, -0.7754)  0.042
C (-2.0873, -1.0193, -0.3602)  -0.125
C (-0.9509, -1.9647, -0.5411)  -0.461
O (-1.0919, -3.1732, -0.5419)  0.067
N (0.2517, -1.3694, -0.7297)  0.076
C (1.4889, -2.1064, -0.7101)  -0.108
C (2.4791, -1.6178, 0.3841)  -0.241
C (1.7584, -1.2091, 1.6520)  -0.150
C (2.1638, -0.1053, 2.3936)  -0.024
C (1.4655, 0.2412, 3.5383)  -0.055
C (0.3857, -0.5428, 3.9112)  -0.157
N (0.0180, -1.6213, 3.2422)  0.075
C (0.6848, -1.9468, 2.1508)  -0.098
N (3.3881, -0.5687, -0.0492)  -0.150
C (2.7710, 0.5864, -0.6719)  -0.177
C (3.8021, 1.7069, -0.7816)  -0.186
N (4.9182, 1.2629, -1.5928)  -0.231
C (5.8795, 2.3196, -1.8148)  -0.103
C (5.5253, 0.0986, -0.9771)  -0.190
C (4.4955, -1.0218, -0.8650)  -0.170
C (-1.9429, 0.2047, 0.2651)  0.048
C (-3.0350, 1.0548, 0.4425)  -0.181
O (-2.7108, 2.2173, 1.0720)  -0.063
C (-3.6919, 3.1470, 1.4781)  -0.070
C (-4.3003, 0.6689, -0.0228)  -0.120
O (-5.3626, 1.5271, 0.1503)  -0.106
C (-6.2768, 1.6895, -0.9156)  -0.065
H (-5.6089, -3.0377, -0.8257)  0.101
H (-6.9884, -2.3222, -1.6970)  0.095
H (-5.3816, -2.3647, -2.4650)  0.099
H (-3.4346, -2.4098, -1.2144)  0.113
H (0.2978, -0.3648, -0.7534)  0.112
H (1.2155, -3.1501, -0.5403)  0.124
H (1.9852, -2.0407, -1.6851)  0.121
H (3.1158, -2.4757, 0.6392)  0.153
H (3.0238, 0.4637, 2.0756)  0.106
H (1.7573, 1.0973, 4.1273)  0.099
H (-0.2037, -0.3119, 4.7886)  0.101
H (0.3415, -2.8472, 1.6610)  0.116
H (1.9377, 0.9284, -0.0539)  0.116
H (2.4050, 0.3618, -1.6880)  0.129
H (3.3449, 2.5762, -1.2604)  0.123
H (4.1319, 1.9995, 0.2324)  0.125
H (5.3845, 3.1518, -2.3134)  0.083
H (6.6730, 1.9479, -2.4614)  0.083
H (6.3317, 2.6884, -0.8802)  0.088
H (6.3578, -0.2331, -1.6018)  0.121
H (5.9134, 0.3318, 0.0310)  0.128
H (4.9567, -1.8903, -0.3894)  0.125
H (4.1763, -1.3043, -1.8828)  0.124
H (-1.0004, 0.5378, 0.6708)  0.122
H (-3.1558, 3.8683, 2.0959)  0.093
H (-4.4790, 2.6727, 2.0652)  0.098
H (-4.1377, 3.6637, 0.6251)  0.093
H (-7.0420, 0.9115, -0.9127)  0.086
H (-5.7670, 1.6894, -1.8825)  0.104
H (-6.7447, 2.6612, -0.7521)  0.093

---

Entry 2:
Formula: C22H30N4O4
Source: the Open Molecules 2025 dataset
Level of theory: ωB97M-V/def2-TZVPD

Values from the calculation:
- DFT total energy: -1376.32715 Ha
- Frontier orbital gap: 9.25 eV
- LUMO energy: 0.696 eV

Each line ends with the Löwdin charge.
Atoms and positions in Å:
C (7.2206, -2.5520, -5.5572)  -0.117
O (6.6539, -2.8225, -4.3024)  -0.187
C (5.5090, -3.6408, -4.3776)  -0.233
C (5.0475, -3.9528, -2.9535)  -0.069
C (3.6852, -4.6257, -2.9597)  -0.456
O (3.5841, -5.8337, -2.8625)  0.058
N (2.5948, -3.8364, -3.1255)  -0.056
C (2.5493, -2.3938, -3.1568)  -0.141
C (1.8667, -1.8588, -1.8954)  -0.092
C (0.4549, -2.4456, -1.7764)  -0.336
O (-0.1560, -2.0854, -0.5505)  -0.010
C (-0.6586, -0.8345, -0.3722)  -0.252
C (-0.7411, 0.1595, -1.3429)  -0.008
C (-1.2914, 1.3866, -1.0244)  -0.007
C (-1.7807, 1.6532, 0.2482)  -0.141
C (-2.3331, 3.0118, 0.5191)  -0.455
O (-1.9567, 3.9996, -0.0871)  0.058
N (-3.3147, 3.0527, 1.4475)  0.069
C (-3.8174, 4.2917, 1.9880)  -0.117
C (-3.6933, 4.3058, 3.4768)  -0.276
C (-3.7880, 5.4042, 4.3460)  0.019
C (-3.6144, 4.8795, 5.6098)  -0.283
C (-3.6027, 5.5259, 6.9457)  -0.023
N (-3.4337, 3.5491, 5.4480)  -0.173
C (-3.2041, 2.5684, 6.4665)  -0.017
N (-3.4814, 3.1927, 4.1636)  0.114
C (-1.6846, 0.6605, 1.2215)  -0.022
C (-1.1317, -0.5631, 0.9145)  0.005
C (0.5415, -3.9725, -1.8027)  -0.092
C (1.2766, -4.4367, -3.0586)  -0.129
H (8.0886, -1.9214, -5.3772)  0.089
H (7.5359, -3.4749, -6.0593)  0.089
H (6.5126, -2.0234, -6.2087)  0.088
H (5.7393, -4.5768, -4.9077)  0.135
H (4.7161, -3.1239, -4.9441)  0.124
H (5.7534, -4.6510, -2.5032)  0.128
H (5.0543, -3.0377, -2.3631)  0.115
H (1.9687, -2.0902, -4.0381)  0.135
H (3.5467, -1.9713, -3.2485)  0.114
H (2.4375, -2.1560, -1.0134)  0.135
H (1.8290, -0.7691, -1.9243)  0.116
H (-0.1639, -2.1088, -2.6217)  0.151
H (-0.3829, -0.0042, -2.3472)  0.106
H (-1.3479, 2.1662, -1.7691)  0.121
H (-3.5359, 2.2328, 1.9892)  0.110
H (-4.8720, 4.4249, 1.7056)  0.130
H (-3.2404, 5.1075, 1.5417)  0.126
H (-3.9545, 6.4279, 4.0820)  0.106
H (-3.7679, 6.5938, 6.8378)  0.081
H (-4.3854, 5.1127, 7.5825)  0.082
H (-2.6451, 5.3684, 7.4427)  0.082
H (-3.1084, 1.6008, 5.9790)  0.088
H (-4.0388, 2.5382, 7.1703)  0.090
H (-2.2863, 2.7883, 7.0164)  0.091
H (-2.0107, 0.8488, 2.2343)  0.109
H (-1.0464, -1.3387, 1.6594)  0.119
H (1.0796, -4.3074, -0.9150)  0.132
H (-0.4609, -4.3995, -1.7747)  0.125
H (0.7113, -4.1504, -3.9529)  0.132
H (1.4080, -5.5194, -3.0477)  0.122

---

Entry 3:
Formula: C22H30N6O3
Source: the Open Molecules 2025 dataset
Level of theory: ωB97M-V/def2-TZVPD

Values from the calculation:
- DFT total energy: -1410.63136 Ha
- Frontier orbital gap: 8.29 eV
- LUMO energy: 0.551 eV

Each line ends with the Löwdin charge.
Atoms and positions in Å:
C (-6.0629, -1.2101, -1.4240)  -0.062
C (-4.6540, -1.3017, -0.8611)  -0.268
O (-4.5993, -2.4125, 0.0166)  -0.137
C (-3.3167, -2.8404, 0.3638)  -0.191
C (-2.5187, -1.8509, 1.2436)  -0.076
N (-1.6483, -0.9908, 0.4808)  0.044
C (-0.5701, -1.3342, -0.2674)  -0.254
C (0.0225, -2.7106, -0.3221)  -0.113
N (1.4606, -2.7387, -0.1279)  -0.147
C (2.1959, -2.2308, -1.2807)  -0.170
C (3.7000, -2.3400, -1.0180)  -0.151
N (4.0867, -1.6350, 0.1852)  -0.097
C (4.2596, -0.2529, 0.1542)  -0.228
C (4.6784, 0.4214, 1.3085)  -0.029
C (4.9023, 1.7826, 1.3044)  -0.091
C (4.7290, 2.5247, 0.1480)  -0.108
C (4.3435, 1.8709, -1.0080)  -0.108
C (4.1116, 0.5076, -1.0104)  -0.038
C (3.3740, -2.2188, 1.3030)  -0.144
C (1.8637, -2.0683, 1.0983)  -0.158
N (-0.0156, -0.2868, -0.8578)  0.203
C (-0.7496, 0.7762, -0.4735)  -0.208
C (-1.7836, 0.3776, 0.3571)  -0.063
C (-2.7036, 1.3103, 0.9287)  -0.375
O (-3.6294, 1.0573, 1.6802)  0.059
N (-2.4212, 2.6140, 0.5153)  0.035
C (-3.2815, 3.6749, 1.0143)  -0.005
C (-1.3898, 3.0432, -0.3112)  -0.439
O (-1.2516, 4.2159, -0.5803)  0.082
N (-0.5421, 2.0756, -0.8073)  0.017
C (0.5822, 2.4429, -1.6404)  0.006
H (-6.7716, -1.0958, -0.6093)  0.078
H (-6.1415, -0.3553, -2.0897)  0.075
H (-6.3067, -2.1165, -1.9714)  0.076
H (-3.9223, -1.4347, -1.6743)  0.126
H (-4.4114, -0.3785, -0.3206)  0.103
H (-3.4770, -3.7645, 0.9242)  0.129
H (-2.7309, -3.0699, -0.5416)  0.119
H (-3.2180, -1.2116, 1.7884)  0.129
H (-1.9174, -2.4125, 1.9648)  0.127
H (-0.4341, -3.3298, 0.4557)  0.120
H (-0.1874, -3.1691, -1.2938)  0.132
H (1.9280, -2.8439, -2.1450)  0.125
H (1.9248, -1.1873, -1.4863)  0.091
H (4.2691, -1.9696, -1.8703)  0.117
H (3.9603, -3.3928, -0.8685)  0.124
H (4.8510, -0.1275, 2.2216)  0.102
H (5.2221, 2.2684, 2.2151)  0.102
H (4.8986, 3.5904, 0.1472)  0.097
H (4.2120, 2.4279, -1.9252)  0.104
H (3.8046, 0.0486, -1.9362)  0.097
H (3.6605, -1.7475, 2.2408)  0.106
H (3.6323, -3.2804, 1.3522)  0.126
H (1.3262, -2.5289, 1.9322)  0.127
H (1.6269, -0.9906, 1.0769)  0.126
H (-2.6909, 4.3932, 1.5820)  0.100
H (-3.7499, 4.1931, 0.1782)  0.099
H (-4.0354, 3.2156, 1.6492)  0.086
H (1.5167, 2.1873, -1.1381)  0.081
H (0.5304, 3.5157, -1.8130)  0.091
H (0.5274, 1.9020, -2.5846)  0.097

---

Entry 4:
Formula: C22H30NO5
Source: the Open Molecules 2025 dataset
Level of theory: ωB97M-V/def2-TZVPD

Values from the calculation:
- DFT total energy: -1287.25891 Ha
- Total charge: -1
- Frontier orbital gap: 6.01 eV
- LUMO energy: 2.994 eV

Each line ends with the Löwdin charge.
Atoms and positions in Å:
C (3.8694, -1.9622, 2.1457)  -0.080
C (2.9521, -0.7728, 2.2811)  -0.233
O (1.6225, -1.1997, 1.9385)  -0.085
C (0.6726, -0.2290, 2.1259)  -0.495
C (-0.5884, -0.7032, 1.4593)  -0.168
C (-1.6424, 0.3010, 1.4705)  -0.369
O (-1.5630, 1.4040, 0.9462)  0.034
C (-2.9438, -0.1082, 2.1881)  -0.125
C (-3.8923, -0.9200, 1.3116)  -0.208
C (-3.2612, -2.1833, 0.7140)  -0.205
C (-2.1965, -2.7798, 1.6376)  -0.207
C (-0.7822, -2.1811, 1.5733)  -0.182
O (0.8809, 0.7954, 2.7413)  0.065
H (4.8949, -1.6391, 2.3418)  0.071
H (3.6092, -2.7414, 2.8714)  0.076
H (3.8167, -2.3990, 1.1419)  0.058
H (2.9468, -0.3936, 3.3107)  0.120
H (3.2214, 0.0383, 1.5897)  0.129
H (-2.6542, -0.6763, 3.0838)  0.108
H (-3.4377, 0.8142, 2.5211)  0.113
H (-4.7374, -1.2166, 1.9509)  0.100
H (-4.3128, -0.2905, 0.5164)  0.109
H (-4.0774, -2.9117, 0.5892)  0.096
H (-2.8700, -2.0028, -0.2963)  0.112
H (-2.5459, -2.6893, 2.6747)  0.101
H (-2.1117, -3.8564, 1.4414)  0.101
H (-0.2193, -2.6270, 0.7313)  0.100
H (-0.3099, -2.5410, 2.5122)  0.114
C (0.9869, 4.3482, -0.1521)  -0.046
C (-0.2132, 3.9644, -0.9892)  -0.572
C (-1.4656, 4.1881, -0.1691)  -0.037
C (-0.2464, 4.8055, -2.2615)  -0.045
O (-0.2225, 2.5784, -1.5015)  0.024
C (0.3068, 1.5418, -0.8065)  -0.527
N (-0.2151, 0.3523, -1.3087)  0.160
C (0.3690, -0.7175, -0.8675)  -0.094
C (0.7750, -1.7114, -1.8759)  -0.171
C (1.9837, -2.3974, -1.6599)  -0.027
C (2.6262, -3.0137, -2.7199)  -0.099
C (2.0474, -3.0188, -3.9979)  -0.105
C (0.7998, -2.4011, -4.2005)  -0.092
C (0.1576, -1.7527, -3.1394)  -0.028
O (1.1676, 1.6253, 0.0585)  0.076
H (1.9045, 4.3191, -0.7461)  0.087
H (0.8544, 5.3808, 0.1974)  0.085
H (1.0869, 3.6964, 0.7173)  0.085
H (-2.3497, 4.0375, -0.7956)  0.089
H (-1.5086, 3.4793, 0.6621)  0.068
H (-1.4909, 5.2079, 0.2346)  0.084
H (-1.0822, 4.4912, -2.8973)  0.083
H (-0.3485, 5.8741, -2.0400)  0.083
H (0.6824, 4.6545, -2.8260)  0.083
H (0.9825, -0.8176, 0.0379)  0.092
H (2.3922, -2.3835, -0.6450)  0.101
H (3.5858, -3.4987, -2.5353)  0.096
H (2.5710, -3.4874, -4.8360)  0.092
H (0.3264, -2.4299, -5.1855)  0.094
H (-0.8036, -1.2443, -3.2648)  0.113

---

Which value of LUMO energy does entry 3 give?
0.551 eV

---

Among the records above, which one has the highest frontier orbital gap?
number 2

---

Among the records above, which one has the lowest frontier orbital gap?
C22H30NO5

---

Among the records above, which one has the lowest frontier orbital gap?
C22H30NO5